1.
C34H49BIrN5O6S as an isolated structure at a distorted geometry, computed with ωB97M-V/def2-TZVPD.

Computed properties:
Multiplicity: 2
Charge: +3
<S²>: 0.936
Max |F| (eV/Å): 2.6
LUMO (spin up / spin down) (eV): -10.72 / -13.00
Relative energy (zero: lowest compared OMol25 entry of this formula, charge and spin) (kJ/mol): 219.8
DFT total energy (Ha): -2576.5364

Each line ends with the Mulliken spin population.
Cartesian coordinates (Å):
C: -2.889 -1.163 3.933  -0.002
H: -1.471 -0.696 -7.700  0.000
H: 3.498 -1.188 0.219  -0.002
H: -1.766 -4.570 -0.370  0.000
H: -3.092 -1.070 5.003  0.003
C: 0.064 -3.794 0.515  0.001
H: -0.643 1.158 -5.387  0.000
C: 1.846 4.115 2.440  -0.005
H: -2.586 3.780 1.628  0.002
H: -0.310 -4.813 -1.332  0.000
H: 1.804 -1.303 -2.599  -0.001
C: 0.592 -4.165 3.056  0.000
H: 1.432 0.809 5.193  -0.001
O: 0.923 3.920 -4.486  0.000
H: -0.476 0.571 -8.513  0.000
H: 2.201 4.469 3.411  0.006
H: 2.552 1.766 4.219  0.003
C: 0.744 -1.036 -2.650  -0.004
H: 4.397 4.398 1.786  0.004
C: -1.768 -4.270 2.283  0.000
N: 0.849 1.355 -3.274  -0.001
C: 2.759 3.049 1.916  0.032
N: 1.115 1.272 2.136  0.045
H: 0.113 -2.461 -8.592  0.000
H: 5.170 0.456 0.299  0.002
H: 1.807 -5.045 0.721  0.000
C: -2.915 0.920 2.435  0.189
H: 0.405 -1.279 -3.659  -0.001
Ir: -0.438 0.462 0.774  -0.064
H: -1.817 -1.184 3.766  -0.003
H: 1.216 2.543 5.091  0.005
H: -3.301 -2.127 3.637  0.003
H: 2.570 -1.157 1.725  0.004
C: -2.915 2.982 0.956  -0.002
H: -2.030 2.582 0.448  0.000
C: 0.050 -1.481 -9.062  0.000
C: -1.430 1.616 4.819  -0.011
O: -0.202 -2.446 -0.027  0.002
C: 1.558 -4.050 0.357  0.000
H: 0.552 1.979 -6.440  0.000
N: 0.138 0.976 -1.227  -0.022
O: 0.137 -1.437 -5.728  0.000
H: 1.819 -4.002 -0.700  0.000
H: 2.150 1.930 -4.793  0.000
H: -2.513 1.636 4.760  0.000
H: 5.931 2.757 0.751  -0.011
H: 0.786 -5.225 2.904  0.000
C: 2.748 -0.636 0.781  0.003
C: 4.920 2.469 1.007  0.150
H: -0.144 3.067 -0.690  0.001
C: -0.396 -3.659 2.022  0.001
O: -0.532 -2.198 2.202  -0.002
C: 0.569 0.398 -2.371  0.002
H: -0.626 -1.574 -9.912  0.000
H: 1.534 -3.620 3.018  0.000
C: -4.978 -0.019 3.233  0.011
O: 0.613 4.814 -2.532  0.000
C: 0.148 2.335 -1.426  -0.007
C: 1.513 1.665 4.516  0.008
C: 0.581 2.576 -2.681  -0.003
H: 0.166 -4.039 4.051  0.000
H: 0.204 -1.644 -1.939  0.006
H: 0.811 3.795 2.540  -0.002
C: 2.347 1.694 1.706  0.264
H: -5.504 -0.762 3.819  0.002
C: -5.688 0.962 2.561  0.109
H: -5.570 2.699 1.308  0.003
H: -1.085 2.583 5.193  -0.001
H: -3.568 3.435 0.215  0.000
C: 4.061 3.389 1.587  0.052
C: 0.628 1.453 3.336  -0.014
H: 1.030 -1.198 -9.438  0.000
O: 1.982 -0.476 -7.056  0.000
H: 1.957 0.198 -4.604  0.000
C: -3.636 1.909 1.724  0.061
C: -3.591 -0.072 3.182  -0.004
C: 1.422 1.147 -4.613  0.000
H: -1.128 0.862 5.552  -0.002
N: 0.725 3.878 -3.292  0.000
N: -1.506 1.043 2.433  0.058
C: 4.481 1.170 0.731  0.099
H: -0.579 -5.800 0.104  0.000
C: -5.015 1.921 1.813  0.016
B: -0.460 -1.625 0.996  0.005
C: -0.705 -4.803 -0.317  0.000
C: -0.494 -0.440 -8.106  0.000
H: -1.723 -5.352 2.172  0.000
H: -2.071 -4.047 3.305  0.000
C: 0.383 1.156 -5.751  0.000
H: 1.875 4.982 1.779  0.006
C: 3.202 0.771 1.038  0.069
S: 0.608 -0.428 -6.655  0.000
H: 1.808 -0.650 0.216  0.005
H: -6.769 0.980 2.610  -0.004
H: 2.154 -3.313 0.895  0.000
C: -0.807 1.333 3.501  -0.066
H: -2.515 -3.870 1.597  0.000


2.
C34H49ClMoN15O2S2Se as an isolated structure at a distorted geometry, computed with ωB97M-V/def2-TZVPD.

Computed properties:
Multiplicity: 3
Charge: +3
<S²>: 2.118
Max |F| (eV/Å): 1.0
LUMO (spin up / spin down) (eV): -8.14 / -8.76
Relative energy (zero: lowest compared OMol25 entry of this formula, charge and spin) (kJ/mol): 0.0
DFT total energy (Ha): -6022.1661

Each line ends with the Mulliken spin population.
Cartesian coordinates (Å):
H: 5.326 1.532 1.334  0.000
H: 1.069 -0.609 -4.477  0.000
C: -0.963 2.139 2.795  0.002
H: 2.755 -1.027 -4.745  0.000
H: 4.012 0.875 -1.688  0.000
H: -1.352 3.492 4.471  0.000
C: 4.194 -3.078 3.267  0.000
S: -3.377 2.696 3.344  0.001
C: -2.751 -4.724 1.863  -0.075
H: -2.619 -0.481 -3.882  0.000
N: 2.371 -1.682 2.445  0.003
N: 0.833 -0.208 -1.385  -0.024
H: -5.156 -2.379 0.139  0.000
C: 2.066 1.668 0.867  0.017
C: -2.309 -5.684 0.899  0.311
H: -3.713 0.240 0.758  0.014
H: -3.031 -2.685 2.322  0.012
C: -1.654 -3.909 -0.617  0.244
H: 2.183 5.179 -1.618  0.000
H: 1.882 1.821 -4.648  0.000
H: -0.721 5.097 -2.450  0.000
H: 5.163 -3.489 3.025  0.000
H: 1.019 3.418 4.175  0.001
H: 3.007 2.454 -3.431  0.000
H: -3.847 -1.663 -4.288  -0.001
H: -3.255 1.404 -2.315  -0.002
C: -1.794 -5.243 -0.328  -0.053
C: -2.665 -3.408 1.606  0.237
C: -2.227 1.229 -1.994  0.060
Mo: -0.609 0.368 0.324  0.997
C: 0.447 3.144 -0.363  -0.005
S: 3.100 2.672 3.284  0.000
N: -3.118 -1.926 -0.223  0.081
H: -5.711 -1.984 -2.116  0.002
C: -1.092 -3.579 -1.918  0.034
C: -0.649 5.231 -1.371  0.000
H: -1.628 1.062 -2.894  -0.005
C: -1.690 2.869 3.662  -0.002
C: 3.335 1.718 1.735  -0.001
C: -2.917 -0.983 -1.263  -0.020
C: -1.727 2.495 -1.297  0.005
N: 1.609 2.923 0.321  0.000
O: -0.869 -2.430 -2.289  0.118
H: -1.609 5.046 -0.899  0.000
H: 4.041 -2.074 1.352  0.000
H: 3.560 -0.843 -1.674  0.000
C: 0.501 2.000 2.716  0.015
O: -1.114 -1.145 1.856  -0.010
N: 1.608 -2.849 5.791  0.000
Cl: -2.444 -7.335 1.229  0.092
C: -3.021 1.636 2.045  -0.004
H: 0.631 1.227 -2.746  0.004
N: 0.991 1.059 1.707  -0.029
Se: 0.134 -1.916 5.566  0.000
C: 3.535 -2.252 2.296  0.000
H: 4.531 -0.215 -2.977  0.000
N: -1.730 1.445 1.848  0.033
N: -2.152 0.070 -1.086  -0.016
H: -3.181 -5.081 2.789  0.002
N: 1.399 0.855 -2.192  0.014
C: 2.483 4.106 0.268  0.001
H: 1.645 -0.683 -0.987  0.006
C: 2.324 -2.723 4.686  0.000
C: -4.360 -2.672 -0.543  0.001
H: 3.446 3.845 -0.160  0.000
H: 2.622 4.515 1.268  0.000
C: -3.633 -0.795 -3.667  0.000
C: 1.752 -1.918 3.648  -0.002
N: -3.978 1.045 1.306  0.004
H: 3.454 0.676 2.034  0.000
N: -3.760 -1.222 -2.275  0.033
N: -0.503 2.217 -0.516  -0.099
C: 2.747 1.579 -4.027  0.000
C: -0.816 -2.056 0.831  0.021
H: -0.878 -4.434 -2.579  -0.004
H: -0.371 -1.503 -0.040  0.034
H: 1.602 6.046 -0.190  0.000
H: 0.362 -0.910 -1.970  -0.003
N: 0.412 4.420 -0.779  -0.004
H: -0.386 6.269 -1.180  0.000
C: 2.017 -0.814 -3.974  0.000
N: 4.541 2.103 1.053  0.000
H: -2.506 2.882 -0.634  -0.009
H: 1.904 -1.727 -3.386  -0.001
H: 1.399 0.247 2.182  0.011
H: -4.502 -3.140 -2.686  0.002
C: 3.706 0.035 -2.313  0.001
H: -0.030 -2.764 1.110  -0.035
H: -1.498 -5.982 -1.063  -0.001
H: 4.797 3.073 1.186  0.000
C: -4.681 -2.315 -1.991  0.002
H: -1.559 3.219 -2.088  -0.003
H: 3.578 1.366 -4.697  0.000
N: 0.571 -1.388 3.917  0.000
H: 2.298 0.977 0.054  -0.021
H: -4.339 -0.006 -3.922  0.001
C: 1.369 2.709 3.435  -0.004
C: 2.464 0.380 -3.130  0.000
H: -4.944 1.144 1.572  -0.001
H: -0.479 -1.236 2.631  0.010
C: -2.065 -2.821 0.348  0.018
C: 3.605 -3.320 4.460  0.000
H: -4.198 -3.742 -0.434  -0.010
C: 1.718 5.061 -0.637  0.001
H: 4.061 -3.932 5.226  0.000


3.
C34H49F4N4O3PSn as an isolated structure at a distorted geometry, computed with ωB97M-V/def2-TZVPD.

Computed properties:
Charge: +2
Max |F| (eV/Å): 1.5
LUMO (eV): -5.92
Relative energy (zero: lowest compared OMol25 entry of this formula, charge and spin) (kJ/mol): 18.0
DFT total energy (Ha): -2724.2899

Each line ends with the Mulliken charge.
Cartesian coordinates (Å):
H: -5.166 -0.835 0.355  0.490
Sn: -1.357 -1.400 -0.492  1.580
C: 1.810 2.607 -1.835  -0.864
H: -0.218 2.484 1.766  1.092
H: 2.473 4.050 -0.366  0.117
C: 1.422 3.652 3.658  -0.995
H: -3.821 -7.075 -3.395  0.398
H: 2.468 -0.362 -0.622  0.841
C: -1.110 -6.650 -0.657  -0.295
H: 2.102 4.482 3.843  0.464
H: 0.434 4.947 -2.456  0.381
H: -2.753 0.932 1.061  0.256
C: 0.764 4.854 -1.416  -0.959
H: 2.765 2.522 2.404  0.062
H: 6.000 -0.786 0.902  0.369
H: -0.360 -6.519 0.109  0.483
C: -0.713 0.064 -3.223  0.185
N: -3.123 -1.150 0.857  0.320
H: -4.308 -2.044 -0.611  0.398
H: 2.566 -0.605 2.419  0.048
H: -3.127 -4.800 -2.699  0.420
H: 2.439 0.906 3.984  0.076
H: 1.843 3.738 1.545  -0.171
C: 1.446 1.199 4.335  -0.890
H: -0.284 2.016 -5.931  0.546
O: 0.018 -2.800 0.064  0.048
C: 4.040 -1.647 1.242  -0.927
C: 3.779 1.065 0.373  -1.023
C: -2.707 1.271 -3.650  0.718
H: 1.503 2.637 -2.887  0.464
C: 0.429 1.005 3.215  -0.651
C: -1.506 -7.913 -1.062  -0.653
H: -4.024 0.271 2.120  0.300
C: 2.666 -1.004 1.407  -0.277
C: -3.922 -0.028 -1.226  -0.579
N: -0.220 -4.050 -0.270  -0.995
H: 2.725 2.016 -1.813  0.400
C: -3.045 0.083 1.675  -1.069
H: 2.809 4.494 -2.019  0.473
H: 1.210 0.525 5.159  0.611
H: -0.074 4.208 0.462  0.095
O: -2.124 -3.230 -1.171  -0.680
N: -2.573 -0.283 -1.737  0.110
H: -2.460 -2.463 2.369  0.296
C: -3.067 -6.952 -2.631  -0.635
H: -4.213 -2.185 2.356  0.408
C: 1.780 2.988 2.330  -0.166
F: -2.752 2.720 -5.460  -0.306
C: -2.688 -5.676 -2.245  -0.474
H: 0.943 5.867 -1.056  0.494
H: 5.564 -0.881 2.589  0.391
H: 0.610 2.815 5.486  0.366
H: 2.353 2.807 5.435  0.388
H: -1.268 4.766 -0.684  0.539
C: 0.708 1.939 1.992  0.534
C: -0.074 0.649 -4.291  -0.004
H: 4.138 -1.984 0.206  0.359
H: -1.056 -8.782 -0.604  0.402
H: 4.107 -2.542 1.860  0.446
N: -1.306 -4.230 -0.877  1.445
H: -4.672 -0.149 -2.009  0.605
H: -1.384 2.287 -0.459  -0.552
H: 0.425 4.092 3.566  0.365
F: 1.196 0.349 -4.529  -0.374
H: 4.160 1.030 2.496  0.022
C: -0.759 1.552 -5.078  -0.354
C: -0.602 2.762 -1.063  0.018
C: 1.463 2.646 4.827  -0.832
H: -2.782 -9.056 -2.349  0.414
H: -0.988 2.795 -2.086  0.297
C: -1.714 -5.560 -1.268  0.435
H: -0.562 1.251 3.607  0.506
H: -2.303 -0.057 2.456  0.445
H: 4.343 0.896 -0.547  0.445
F: -0.005 -0.802 -2.405  -0.407
H: 5.540 1.473 1.528  0.647
P: 0.965 1.000 0.463  -0.405
O: -0.195 -0.072 0.492  -0.625
C: -2.046 0.341 -2.848  -0.201
C: 5.169 -0.659 1.597  -0.945
H: -4.009 0.992 -0.839  0.429
C: -2.070 1.845 -4.741  0.303
C: 0.666 1.891 -1.098  3.151
H: -3.475 -3.220 1.118  0.338
C: -3.331 -2.333 1.732  -0.983
C: 2.534 0.123 0.363  0.334
C: -0.343 4.194 -0.598  -0.515
C: 4.688 0.793 1.568  -0.831
H: 1.874 -1.737 1.269  0.090
F: -3.953 1.630 -3.356  -0.351
C: 2.054 4.039 -1.376  -0.595
H: 0.442 1.004 -1.709  -2.788
H: 0.389 -0.044 2.918  0.272
C: -4.224 -1.057 -0.149  -1.408
C: -2.479 -8.063 -2.043  -0.474
H: 3.492 2.118 0.359  0.325


4.
C34H49GeMnN7O2P2 as an isolated structure at a distorted geometry, computed with ωB97M-V/def2-TZVPD.

Computed properties:
Multiplicity: 6
Charge: -2
<S²>: 8.811
Max |F| (eV/Å): 2.1
LUMO (spin up / spin down) (eV): 4.29 / 4.28
DFT total energy (Ha): -5769.3386

Each line ends with the Mulliken spin population.
Cartesian coordinates (Å):
H: -1.276 -5.061 1.203  0.001
H: 4.471 0.872 2.334  -0.002
H: -0.355 4.409 2.962  0.004
H: -0.548 -2.591 -4.613  0.002
H: 2.085 -3.162 0.721  0.003
H: 3.816 -0.410 -2.271  0.001
C: 0.275 0.623 -4.500  0.002
H: 3.662 -2.421 -1.815  0.000
C: 0.735 -2.876 3.670  -0.005
H: 0.244 0.807 -5.580  0.000
H: -2.976 -1.077 -2.407  -0.020
N: -3.118 -0.458 0.058  0.220
C: 0.590 1.303 3.200  0.251
H: 5.103 -1.029 0.812  0.000
C: -3.527 -1.781 -0.184  0.379
H: -2.108 4.477 3.162  -0.001
N: -1.926 -1.084 -4.190  -0.010
H: 1.254 2.901 0.376  -0.033
H: -0.876 4.096 -1.634  0.002
C: -0.681 -1.522 -4.792  -0.008
H: -4.157 3.421 1.124  -0.002
C: -0.693 4.568 -0.666  0.009
H: 3.203 1.323 0.173  -0.028
H: 0.093 -6.128 2.976  0.000
C: 2.204 3.330 2.250  -0.098
C: -0.767 -3.063 1.772  -0.005
H: -3.628 4.967 0.435  0.001
O: -2.925 -4.050 0.106  0.089
C: -4.745 -2.055 -0.823  -0.112
H: 3.113 -4.024 -1.340  0.000
H: -3.000 0.685 -3.955  0.002
C: 0.791 -4.263 3.767  0.016
N: -0.959 1.142 -3.925  0.001
H: 4.340 -2.172 1.929  0.002
H: 1.634 -0.623 -2.570  -0.002
H: 1.559 1.522 5.044  -0.009
C: 2.343 -2.454 -0.073  -0.013
C: 0.063 -5.046 2.887  -0.009
C: -5.147 0.306 -0.991  0.137
C: 4.110 0.275 -1.476  -0.001
H: 1.417 -2.300 -0.630  0.001
O: 0.011 -0.359 4.761  0.037
C: 4.502 -0.153 2.709  0.008
C: -2.636 -2.844 0.246  0.055
H: -5.758 1.149 -1.286  0.021
C: -1.996 -1.391 -2.759  0.042
C: -1.292 4.650 2.457  -0.003
H: 5.034 -0.094 -1.030  0.000
H: 0.836 -2.182 -2.770  0.002
H: -1.280 5.711 2.198  0.000
C: 1.298 2.717 1.441  0.227
C: -0.705 -4.456 1.889  0.010
Ge: -1.555 3.513 0.822  0.026
H: 1.121 1.168 -4.073  -0.001
C: 0.092 -0.056 3.560  0.049
N: -1.510 -2.340 0.857  -0.007
H: 2.906 4.040 1.827  -0.011
H: 1.393 -4.724 4.544  0.002
C: 3.435 -3.052 -0.956  0.001
H: -0.103 1.779 -2.126  0.010
H: 2.950 3.503 4.295  0.042
H: -1.848 1.523 -2.064  0.025
H: 5.450 -0.305 3.234  -0.003
C: -5.566 -1.043 -1.246  0.242
H: 3.683 -0.262 3.420  -0.001
N: 0.487 -0.806 -4.292  0.006
H: -3.763 3.538 -0.596  0.005
H: -1.126 5.570 -0.681  -0.001
H: -6.501 -1.245 -1.755  0.051
P: 2.604 -0.861 0.847  0.101
H: -1.636 1.416 2.074  -0.047
C: 3.003 0.439 -0.435  0.006
H: -0.746 -1.351 -5.873  0.000
C: 4.311 -1.144 1.557  0.003
H: 4.329 1.238 -1.947  0.000
C: -3.485 3.885 0.401  0.006
N: 0.364 1.828 1.926  0.174
C: -3.953 0.510 -0.343  0.055
H: -2.138 0.506 -5.508  0.000
C: 1.462 1.941 4.051  -0.127
H: -1.927 -2.473 -2.617  -0.002
H: -4.983 -3.103 -0.960  0.003
Mn: -1.125 -0.418 0.655  2.998
C: -0.911 1.124 -2.464  -0.028
H: 2.041 0.623 -0.925  0.010
P: -0.681 -0.568 -1.683  -0.131
H: 1.293 -2.266 4.366  -0.003
C: 2.255 3.013 3.628  0.384
H: 4.356 -3.203 -0.390  0.000
N: -0.129 -0.874 2.501  -0.009
C: -0.913 1.635 1.263  0.031
C: -0.043 -2.256 2.693  0.003
C: -2.075 0.344 -4.425  0.006
C: 0.702 -1.101 -2.874  0.057
H: 0.385 4.672 -0.539  -0.004
H: -3.615 1.519 -0.128  -0.082